1.
Here is a structure of composition C47H47BN10OReS2 from the Open Molecules 2025 dataset. Energies are from wB97M-V/def2-TZVPD.

**Multiplicity**: 4
**LUMO level (spin up / spin down)**: -0.21993 / -0.26912 hartree
**⟨S²⟩**: 3.80
**Total charge**: +2

```
109
Properties=species:S:1:pos:R:3:forces:R:3
Re -0.192 0.621 0.004 -0.5 -0.1 0.4
N -3.332 1.122 3.451 -0.1 0.1 -0.1
C -2.328 1.491 2.627 0.2 -0.2 0.2
S -2.572 2.693 1.480 0.1 0.1 -0.1
N -1.187 0.830 2.933 -0.3 0.0 -0.1
N -0.157 0.903 2.100 0.6 0.0 0.2
C 1.033 0.694 2.646 -0.2 0.1 -0.1
C 1.220 0.505 4.092 0.0 0.0 0.0
C 0.730 1.432 5.013 0.0 -0.1 0.0
C 0.942 1.237 6.366 0.0 0.0 0.0
C 1.621 0.110 6.814 0.0 0.0 0.0
C 2.098 -0.822 5.905 0.0 0.0 0.0
C 1.907 -0.621 4.547 0.0 0.0 0.0
C 2.174 0.655 1.733 0.0 0.0 0.0
C 3.497 0.612 2.146 0.0 0.0 0.0
C 4.505 0.631 1.195 0.0 0.0 0.0
C 4.182 0.734 -0.150 0.0 0.0 0.0
C 2.852 0.792 -0.499 0.0 0.1 0.0
N 1.873 0.722 0.414 0.0 0.0 0.0
H -4.175 1.669 3.449 0.0 0.0 0.0
H -3.126 0.524 4.234 0.0 0.0 0.0
H 0.178 2.294 4.665 0.0 0.0 0.0
H 0.568 1.961 7.077 0.0 0.0 0.0
H 1.778 -0.040 7.873 0.0 0.0 0.0
H 2.621 -1.703 6.253 0.0 0.0 0.0
H 2.281 -1.349 3.837 0.0 0.0 0.0
H 3.723 0.581 3.201 0.0 0.0 0.0
H 5.539 0.590 1.508 0.0 0.0 0.0
H 4.940 0.779 -0.918 0.0 0.0 0.0
H 2.540 0.900 -1.528 0.0 0.1 0.1
C -2.339 4.737 -2.696 0.0 0.0 0.0
C -1.362 4.101 -1.771 -0.1 0.0 0.0
C -0.434 4.706 -0.928 0.0 0.0 0.0
C 0.209 3.689 -0.254 -0.1 0.1 0.0
N -0.296 2.510 -0.685 0.2 0.0 -0.2
N -1.265 2.776 -1.615 0.0 0.0 0.0
B -2.031 1.634 -2.334 0.0 0.0 -0.1
N -2.867 0.836 -1.319 0.1 0.0 0.1
N -2.148 0.222 -0.362 -0.1 -0.1 -0.2
C -2.940 -0.645 0.290 0.1 0.0 0.0
C -4.222 -0.532 -0.212 0.0 0.1 0.0
C -4.137 0.408 -1.240 0.0 -0.1 0.0
C -5.196 0.889 -2.167 0.0 0.0 0.0
C -2.221 -1.484 1.244 -0.1 0.0 0.0
C -0.862 -1.697 0.967 0.3 0.1 -0.1
C -0.034 -2.353 1.875 -0.2 -0.1 0.1
C -0.578 -2.818 3.060 0.1 0.0 0.0
C -1.938 -2.659 3.310 0.0 0.0 0.0
C -2.761 -1.999 2.412 0.0 0.0 0.0
N -0.938 0.656 -2.881 -0.1 -0.1 0.1
N 0.007 0.109 -2.048 0.0 -0.1 0.0
C 0.809 -0.670 -2.814 0.0 0.0 0.0
C 0.366 -0.611 -4.126 0.0 0.0 -0.1
C -0.742 0.223 -4.130 0.0 0.1 0.0
C -1.609 0.621 -5.275 0.0 0.0 0.0
C 2.009 -1.395 -2.354 0.0 -0.1 0.0
C 3.151 -1.326 -3.152 0.1 0.0 0.0
C 4.319 -1.973 -2.776 0.0 0.0 0.0
C 4.363 -2.704 -1.598 0.0 0.0 0.0
C 3.229 -2.790 -0.802 0.1 0.0 -0.1
C 2.064 -2.143 -1.181 -0.1 0.0 0.1
C 1.248 3.831 0.790 0.0 0.0 0.0
C 0.879 3.941 2.128 0.0 0.0 0.0
C 1.852 4.169 3.092 0.0 0.0 0.0
C 3.184 4.291 2.727 0.0 0.0 0.0
C 3.550 4.196 1.390 0.0 0.0 0.0
C 2.584 3.973 0.423 0.0 0.0 0.0
H -2.247 5.818 -2.634 0.0 0.0 0.0
H -3.359 4.462 -2.427 0.0 0.0 0.0
H -2.168 4.434 -3.728 0.0 0.0 0.0
H -0.258 5.761 -0.808 0.0 0.0 0.0
H -2.701 2.064 -3.215 0.0 0.0 0.0
H -5.091 -1.101 0.066 0.0 0.0 0.0
H -6.160 0.485 -1.866 0.0 0.0 0.0
H -4.996 0.570 -3.190 0.0 0.0 0.0
H -5.257 1.977 -2.155 0.0 0.0 0.0
H -0.530 -1.607 -0.080 -0.1 -0.1 -0.1
H 1.007 -2.540 1.638 0.0 0.0 0.0
H 0.046 -3.337 3.775 0.0 0.0 0.0
H -2.357 -3.048 4.229 0.0 0.0 0.0
H -3.810 -1.849 2.630 0.0 0.0 0.0
H 0.789 -1.121 -4.974 0.0 0.0 0.0
H -1.271 0.120 -6.178 0.0 0.0 0.0
H -1.572 1.696 -5.444 0.0 0.0 0.0
H -2.647 0.345 -5.094 0.0 0.0 0.0
H 3.134 -0.740 -4.062 0.0 0.0 0.0
H 5.195 -1.904 -3.407 0.0 0.0 0.0
H 5.271 -3.218 -1.311 0.0 0.0 0.0
H 3.249 -3.376 0.108 0.0 0.0 0.0
H 1.185 -2.258 -0.565 0.0 0.0 -0.1
H -0.167 3.855 2.396 0.0 0.0 0.0
H 1.565 4.272 4.130 0.0 0.0 0.0
H 3.936 4.485 3.481 0.0 0.0 0.0
H 4.585 4.322 1.100 0.0 0.0 0.0
H 2.858 3.941 -0.625 0.0 0.0 0.0
O -2.553 -2.737 -1.646 0.1 0.0 -0.1
S -1.253 -3.337 -2.091 0.0 0.1 0.0
C -1.104 -5.021 -1.449 -0.1 -0.1 0.0
C -0.474 -5.819 -2.580 0.0 0.1 0.0
C -1.301 -5.457 -3.815 0.0 0.0 0.0
C -1.431 -3.932 -3.811 0.0 0.0 0.0
H -2.128 -5.341 -1.242 0.0 0.0 0.0
H -0.533 -5.001 -0.521 0.0 0.0 0.0
H -0.474 -6.886 -2.368 0.0 0.0 0.0
H 0.567 -5.513 -2.720 0.0 0.0 0.0
H -2.289 -5.912 -3.736 0.0 0.0 0.0
H -0.847 -5.814 -4.737 0.0 0.0 0.0
H -2.400 -3.557 -4.140 0.0 0.0 0.0
H -0.646 -3.448 -4.393 0.0 0.0 0.0
```
Forces are in eV/Å.

These are the Mulliken partial charges, in e, on atoms 1 to 99:
1. Re -0.668
2. N -0.279
3. C 0.213
4. S -0.391
5. N -1.625
6. N 1.800
7. C 0.875
8. C -0.028
9. C -0.235
10. C -1.131
11. C -0.647
12. C -1.188
13. C -0.004
14. C -0.084
15. C -0.339
16. C -1.380
17. C -1.435
18. C -0.717
19. N 1.055
20. H 0.265
21. H 0.253
22. H 0.668
23. H 0.478
24. H 0.450
25. H 0.468
26. H 0.546
27. H 0.811
28. H 0.548
29. H 0.615
30. H 1.014
31. C -1.436
32. C 0.860
33. C -1.326
34. C -0.558
35. N 0.741
36. N 0.253
37. B -1.089
38. N 0.739
39. N 1.226
40. C -0.317
41. C -0.807
42. C 0.326
43. C -1.562
44. C 0.989
45. C 0.186
46. C -0.441
47. C -0.622
48. C -1.154
49. C -0.209
50. N 0.424
51. N 0.569
52. C -0.109
53. C -1.013
54. C 0.472
55. C -1.576
56. C 0.344
57. C -0.619
58. C -1.000
59. C -0.606
60. C -1.277
61. C 0.522
62. C 0.120
63. C 0.079
64. C -0.682
65. C -0.735
66. C -0.798
67. C 0.015
68. H 0.427
69. H 0.282
70. H 0.286
71. H 0.637
72. H 0.023
73. H 0.624
74. H 0.470
75. H 0.229
76. H 0.276
77. H -0.308
78. H 0.655
79. H 0.538
80. H 0.477
81. H 0.584
82. H 0.731
83. H 0.472
84. H 0.281
85. H 0.281
86. H 0.520
87. H 0.456
88. H 0.479
89. H 0.561
90. H 0.469
91. H 0.570
92. H 0.537
93. H 0.481
94. H 0.490
95. H 0.555
96. O -0.853
97. S 1.263
98. C -1.081
99. C -0.557

---

2.
Here is a cluster of 14 separate species, C7H41NO13 in total at a distorted geometry from the Open Molecules 2025 dataset. Energies are from wB97M-V/def2-TZVPD.

**LUMO level**: 0.00777 hartree

```
62
Properties=species:S:1:pos:R:3:forces:R:3
C 0.375 -0.147 0.738 -1.7 0.5 0.5
C -1.167 -0.507 0.870 -0.4 -0.1 -1.7
C -2.027 0.229 1.857 -0.5 1.5 -0.8
C -2.199 -0.165 3.106 2.4 -0.2 1.0
C 0.695 1.162 -0.002 -0.8 -1.2 -0.6
N 0.583 0.951 -1.514 -1.7 -0.3 1.0
C 0.994 2.079 -2.329 0.0 1.5 -2.1
C 0.559 1.970 -3.870 1.0 0.1 0.6
H 0.836 -0.981 0.284 0.5 -0.8 -0.8
H 0.864 -0.060 1.697 -0.4 -0.1 0.5
H -1.669 -0.300 -0.119 0.7 0.1 0.6
H -1.446 -1.595 0.927 1.1 0.8 0.5
H -2.536 1.168 1.435 0.3 -1.9 0.8
H -2.786 0.318 3.827 -1.2 0.9 0.5
H -1.398 -0.725 3.657 -1.0 -0.6 -1.0
H 1.682 1.430 0.283 1.3 0.0 -0.5
H 0.129 1.957 0.512 -0.6 -0.1 -1.4
H -0.457 0.713 -1.731 2.3 0.6 0.5
H 0.529 3.034 -2.011 0.1 -0.4 0.2
H 2.096 2.308 -2.334 -0.9 -0.8 0.4
H 1.111 1.220 -4.497 -0.4 0.6 0.8
H -0.492 1.766 -3.944 -0.7 -0.4 0.1
H 0.651 2.970 -4.343 0.3 -0.5 0.3
H 0.798 -3.731 -1.079 0.4 -1.0 -0.2
H -0.127 -3.336 0.209 1.1 0.4 -2.3
O 0.142 -3.096 -0.837 -1.4 0.2 2.4
H -5.481 -0.463 -0.124 0.5 1.7 -1.0
H -4.746 0.455 -1.196 1.9 -0.7 -1.7
O -5.377 0.449 -0.522 -2.4 -1.0 2.8
H -1.500 -2.183 -1.681 0.1 1.9 -2.7
H -0.524 -1.635 -2.733 -0.7 0.3 0.0
O -1.483 -1.540 -2.527 0.8 -2.4 2.6
H 4.562 -2.213 -1.986 0.5 -1.7 -0.2
H 3.690 -1.089 -2.093 -0.2 0.4 -0.2
O 4.593 -1.296 -1.805 -0.1 1.3 -0.1
H 2.172 0.999 3.233 0.1 -0.5 0.3
H 2.790 0.043 2.353 0.5 -0.6 -0.1
O 2.556 0.095 3.291 -0.1 0.7 -0.3
H -4.046 2.520 0.057 -5.8 -0.5 0.9
H -2.998 2.139 -0.727 1.6 -2.7 -3.9
O -3.173 2.625 0.002 4.3 3.2 3.0
H 1.424 2.715 3.435 0.8 -0.3 -2.5
H 0.815 2.631 1.987 1.6 -0.1 1.1
O 1.702 2.484 2.470 -2.2 1.1 1.9
H 1.423 -0.491 -2.011 0.4 -2.3 -0.4
H 1.551 -2.144 -1.750 -1.0 -0.7 1.2
O 1.822 -1.464 -2.331 0.3 3.8 -0.8
H 4.180 -1.020 0.106 1.3 0.0 -0.1
H 2.768 -1.291 -0.216 2.1 -0.2 3.6
O 3.444 -1.287 0.649 -3.5 0.0 -3.0
H -3.278 0.815 -3.012 -0.2 0.3 -1.5
H -2.447 -0.246 -2.246 0.1 -0.2 -0.3
O -3.060 0.512 -2.155 0.0 0.3 1.6
H 2.505 -2.444 2.265 -1.0 -0.1 0.9
H 1.903 -1.552 3.373 -0.1 -1.2 -0.5
O 1.805 -2.478 2.979 1.0 1.1 -0.5
H -1.638 3.150 1.554 -1.9 0.1 -1.7
H -1.155 2.947 2.899 -1.1 -0.8 3.7
O -0.865 3.101 2.060 2.6 0.9 -2.1
H 0.238 -3.111 2.247 0.2 -0.7 -0.5
H 0.275 -4.594 1.743 0.3 -0.4 0.2
O -0.188 -3.770 1.623 -0.4 1.0 0.6
```
Forces are in eV/Å.

Charges obtained by Mulliken population analysis, quoted in units of e:
1. C 2.040
2. C 0.408
3. C -0.278
4. C -0.979
5. C -1.539
6. N 0.474
7. C -0.528
8. C -1.147
9. H -0.739
10. H 0.005
11. H -0.842
12. H 0.441
13. H 0.190
14. H 0.427
15. H 0.211
16. H 0.737
17. H 0.182
18. H -0.029
19. H 0.380
20. H 0.373
21. H 0.258
22. H 0.250
23. H 0.398
24. H 0.253
25. H 0.360
26. O -0.762
27. H 0.302
28. H 0.386
29. O -0.646
30. H 0.378
31. H 0.299
32. O -0.759
33. H 0.314
34. H 0.381
35. O -0.738
36. H 0.469
37. H 0.329
38. O -0.783
39. H 0.265
40. H 0.265
41. O -0.583
42. H 0.312
43. H 0.484
44. O -0.809
45. H 0.403
46. H 0.243
47. O -0.761
48. H 0.394
49. H 0.229
50. O -0.674
51. H 0.243
52. H 0.284
53. O -0.639
54. H 0.332
55. H 0.371
56. O -0.733
57. H 0.208
58. H 0.293
59. O -0.693
60. H 0.431
61. H 0.316
62. O -0.660

---

The evaluated relative energy (zero: lowest compared OMol25 entry of this formula, charge and spin) for the records listed, in turn: 0.000, 4.531 eV.
The evaluated total energy for the records listed, in turn: -3341.1572, -1324.0868 Ha.